Record 1
The following is a DFT calculation (ωB97M-V with the def2-TZVPD basis set) of a cluster of 2 separate species, C12H12O2 in total at a distorted geometry.

```
! RIJCOSX wB97M-V def2-TZVPD def2/J DEFGRID3
* xyz 0 1
O 0.127 -1.782 -2.919
C 0.141 2.187 -1.671
C -0.783 1.249 -1.075
C 1.024 1.724 -2.709
C -0.869 -0.083 -1.524
C 0.871 0.378 -3.149
C -0.037 -0.479 -2.563
H -0.532 -2.273 -2.371
H 0.176 3.182 -1.208
H -1.358 1.562 -0.193
H 1.634 2.459 -3.250
H -1.569 -0.783 -1.049
H 1.518 0.028 -3.964
O 0.683 -2.575 0.880
C -0.525 0.668 2.998
C -1.213 -0.492 3.202
C 0.549 0.802 2.139
C -0.900 -1.615 2.476
C 0.902 -0.326 1.348
C 0.188 -1.532 1.531
H 1.582 -2.275 0.602
H -0.934 1.577 3.459
H -2.019 -0.543 3.946
H 1.001 1.758 1.843
H -1.444 -2.568 2.518
H 1.787 -0.248 0.703
*
```

For the HOMO energy, the calculation gives -8.48 eV. The frontier orbital gap comes out at 9.25 eV. Its SMILES is Oc1ccccc1.Oc1ccccc1.

Record 2
The following is a DFT calculation (ωB97M-V with the def2-TZVPD basis set) of a structure of composition C50H52AsBrN5OSSn.

```
! RIJCOSX wB97M-V def2-TZVPD def2/J DEFGRID3
* xyz -1 1
Sn -0.501 -0.929 -0.375
S -1.602 -2.851 -2.106
C -3.163 -2.736 -1.349
C -4.251 -3.487 -1.842
C -5.487 -3.366 -1.254
C -5.653 -2.505 -0.169
C -4.539 -1.814 0.263
N -3.335 -1.921 -0.297
H -4.086 -4.143 -2.686
H -6.329 -3.934 -1.634
H -6.610 -2.377 0.319
H -4.604 -1.128 1.104
O -1.126 -6.837 3.425
C -1.042 -5.677 2.721
C -1.976 -4.653 2.848
C -1.807 -3.522 2.074
N -0.797 -3.354 1.223
C 0.078 -4.335 1.130
Br 1.482 -4.096 -0.106
C 0.016 -5.522 1.843
H -1.927 -6.824 3.960
H -2.814 -4.736 3.529
H -2.517 -2.706 2.128
H 0.751 -6.301 1.712
C 1.219 -3.980 -3.737
C 1.885 -2.627 -3.995
C 2.514 -2.600 -5.391
C 2.898 -2.306 -2.912
C 4.099 -3.008 -2.878
C 5.045 -2.777 -1.895
C 4.810 -1.812 -0.931
C 3.629 -1.082 -0.926
C 3.437 0.080 0.019
C 4.385 1.225 -0.345
C 3.561 -0.281 1.499
C 2.661 -1.351 -1.913
N 1.433 -0.625 -1.879
C 1.307 0.351 -2.724
C 0.167 1.167 -2.844
C -0.019 2.227 -3.746
C -1.318 2.671 -3.538
C -1.863 1.854 -2.522
N -0.963 0.964 -2.089
C -3.281 1.886 -1.995
C -3.989 3.171 -2.431
C -3.281 1.818 -0.468
C -4.037 0.679 -2.566
H 0.526 -4.222 -4.546
H 0.652 -3.972 -2.808
H 1.971 -4.772 -3.673
H 1.099 -1.871 -3.973
H 3.161 -3.465 -5.554
H 3.111 -1.699 -5.542
H 1.732 -2.624 -6.153
H 4.296 -3.755 -3.638
H 5.975 -3.333 -1.895
H 5.566 -1.601 -0.183
H 2.417 0.435 -0.106
H 5.427 0.945 -0.167
H 4.159 2.110 0.251
H 4.285 1.491 -1.400
H 4.427 -0.925 1.684
H 2.519 -1.272 2.930
H 3.726 0.665 2.042
H 2.143 0.580 -3.393
H 0.709 2.601 -4.450
H -1.821 3.470 -4.059
H -3.444 4.055 -2.093
H -4.991 3.202 -1.998
H -4.089 3.222 -3.517
H -2.707 2.645 -0.046
H -2.828 0.890 -0.118
H -4.305 1.868 -0.087
H -4.109 0.754 -3.654
H -5.048 0.624 -2.151
H -3.512 -0.246 -2.329
N 2.389 -0.990 1.960
C 1.142 -0.357 1.692
C -2.545 4.592 4.824
C -1.751 3.508 5.166
C -1.069 2.795 4.185
C -1.169 3.167 2.847
C -1.986 4.248 2.513
C -2.664 4.961 3.490
As -0.307 2.185 1.383
C 0.972 3.545 0.802
C 1.518 3.370 -0.468
C 2.429 4.284 -0.978
C 2.798 5.390 -0.225
C 2.256 5.574 1.040
C 1.347 4.657 1.551
C 0.867 1.010 2.392
C 0.140 -0.331 2.795
C 0.432 -0.831 4.135
C 1.486 -0.376 4.849
C 2.182 0.826 4.459
C 1.792 1.535 3.373
H -3.071 5.146 5.591
H -1.655 3.212 6.204
H -0.454 1.950 4.468
H -2.083 4.540 1.472
H -3.290 5.799 3.211
H 1.213 2.520 -1.073
H 2.841 4.134 -1.968
H 3.500 6.111 -0.625
H 2.540 6.435 1.632
H 0.925 4.812 2.537
H -0.907 -0.412 2.482
H -0.199 -1.619 4.534
H 1.738 -0.837 5.798
H 2.940 1.228 5.122
H 2.197 2.528 3.204
*
```

For the HOMO energy, the calculation gives -3.17 eV. The frontier orbital gap comes out at 5.27 eV.

Record 3
The following is a DFT calculation (ωB97M-V with the def2-TZVPD basis set) of a cluster of 5 separate species, CH10O6 in total at a distorted geometry.

```
! RIJCOSX wB97M-V def2-TZVPD def2/J DEFGRID3
* xyz 0 1
O -2.898 0.262 1.393
C -1.896 0.864 1.455
O -0.612 0.338 1.654
H -1.753 1.939 1.579
H -0.055 0.686 0.925
H 0.458 1.039 -1.510
H 0.213 2.470 -1.033
O 0.710 1.699 -0.863
H -0.055 -1.557 -1.697
H 1.315 -1.100 -1.295
O 0.661 -0.939 -1.981
H -1.806 -1.719 0.925
H -2.459 -2.596 -0.043
O -1.625 -2.291 0.224
H 2.602 0.671 0.193
H 3.989 0.279 -0.228
O 3.212 -0.045 0.302
*
```

For the HOMO energy, the calculation gives -11.26 eV. The frontier orbital gap comes out at 11.62 eV. Its SMILES is O=CO.O.O.O.O.

Record 4
The following is a DFT calculation (ωB97M-V with the def2-TZVPD basis set) of a structure of composition C13H20F8IN2O7PS2 at a distorted geometry.

```
! RIJCOSX wB97M-V def2-TZVPD def2/J DEFGRID3
* xyz 0 1
C 2.135 3.792 -3.855
N 1.739 3.621 -2.442
C 1.834 2.220 -2.020
C 0.566 1.458 -2.434
C 0.908 0.137 -3.143
F 1.280 0.513 -4.399
P 2.460 -0.770 -2.503
O 2.333 -2.222 -2.466
O -0.170 -0.726 -3.358
S -1.013 -1.224 -2.053
O -0.493 -2.463 -1.644
O -2.357 -1.315 -2.422
C -0.920 0.066 -0.722
C -0.181 -0.489 0.508
F 1.031 -0.944 0.256
F -0.891 -1.614 0.766
C -0.240 0.219 1.909
F -0.307 -0.751 2.821
F -1.362 0.861 2.085
C 1.034 1.031 2.368
F 1.882 1.317 1.404
F 1.695 0.378 3.273
F 0.634 2.135 2.955
C -0.585 1.415 -1.393
I -0.513 3.128 -0.032
S -2.142 1.908 -2.366
C -1.984 3.677 -2.760
O -2.187 1.264 -3.632
O -3.295 1.795 -1.536
H 3.193 4.055 -3.908
H 1.870 2.946 -4.480
H 1.595 4.653 -4.247
H 2.381 4.160 -1.876
H 2.083 2.113 -0.969
H 2.709 1.831 -2.567
H 0.192 2.094 -3.234
H 2.854 -0.170 -1.282
H 3.493 -0.434 -3.414
H -1.966 0.124 -0.409
H -2.511 4.287 -2.041
H -2.515 3.770 -3.704
H -0.956 3.977 -2.947
C 0.186 -3.499 5.125
C -0.606 -4.286 6.142
O -0.246 -4.394 7.303
N -1.754 -4.882 5.718
C -2.334 -4.862 4.387
H 1.068 -3.085 5.603
H 0.502 -4.151 4.310
H -0.418 -2.681 4.731
H -2.235 -5.390 6.443
H -3.332 -4.423 4.435
H -2.418 -5.885 4.016
H -1.728 -4.285 3.697
*
```

For the HOMO energy, the calculation gives -9.36 eV. The frontier orbital gap comes out at 8.32 eV.

Record 5
The following is a DFT calculation (ωB97M-V with the def2-TZVPD basis set) of the molecule C21H25N3O2.

```
! RIJCOSX wB97M-V def2-TZVPD def2/J DEFGRID3
* xyz 0 1
C 3.180 5.378 -0.072
C 2.861 3.937 -0.335
C 2.000 3.581 -1.365
C 1.722 2.253 -1.629
C 2.301 1.244 -0.871
C 3.155 1.598 0.164
C 3.433 2.927 0.426
H 4.105 3.183 1.234
H 3.609 0.824 0.767
C 1.975 -0.199 -1.132
H 2.822 -0.832 -0.861
H 1.749 -0.348 -2.188
C 0.773 -0.622 -0.275
N 0.470 -2.030 -0.403
C 1.064 -2.955 0.388
O 1.900 -2.712 1.230
C 0.456 -4.311 0.070
C -0.350 -4.080 -1.205
H 0.226 -4.388 -2.078
H -1.295 -4.619 -1.214
C -0.578 -2.551 -1.260
C -0.501 -2.018 -2.688
H 0.456 -2.270 -3.137
H -0.636 -0.940 -2.707
H -1.302 -2.467 -3.270
C -1.982 -2.236 -0.696
O -2.968 -2.223 -1.401
N -2.023 -2.043 0.638
H -1.160 -1.998 1.158
C -3.220 -1.588 1.316
C -3.090 -0.135 1.687
C -3.113 0.301 3.005
C -2.940 1.650 3.272
C -2.737 2.510 2.204
N -2.713 2.107 0.945
C -2.889 0.824 0.697
H -2.876 0.538 -0.347
H -2.588 3.570 2.358
H -2.957 2.021 4.284
H -3.267 -0.405 3.810
H -3.391 -2.200 2.206
H -4.045 -1.731 0.611
H -0.175 -4.608 0.911
H 1.236 -5.061 -0.041
H 1.020 -0.431 0.775
H -0.111 -0.036 -0.540
H 1.051 1.998 -2.437
H 1.543 4.353 -1.968
H 3.538 5.518 0.945
H 2.304 6.003 -0.228
H 3.960 5.717 -0.755
*
```

For the HOMO energy, the calculation gives -8.75 eV. The frontier orbital gap comes out at 9.42 eV. Its SMILES is Cc1ccc(CCN2C(=O)CC[C@@]2(C)C(=O)NCc2cccnc2)cc1.

Record 6
The following is a DFT calculation (ωB97M-V with the def2-TZVPD basis set) of the molecule C5H9NO at a distorted geometry.

```
! RIJCOSX wB97M-V def2-TZVPD def2/J DEFGRID3
* xyz 0 1
C -2.538 -0.515 -0.006
C -0.716 0.927 -0.045
C 0.514 1.216 0.068
C 1.538 0.286 0.568
C 1.777 -1.168 0.058
H -2.864 -1.058 -1.010
H -3.211 0.407 0.028
H -2.882 -1.117 0.860
H -1.448 1.643 -0.408
H 0.822 2.269 -0.094
H 1.874 0.583 1.533
H 0.973 -1.576 -0.520
H 2.306 -1.897 0.678
H 2.459 0.311 -1.371
N 2.577 -0.029 -0.390
O -1.180 -0.282 0.050
*
```

For the HOMO energy, the calculation gives -8.66 eV. The frontier orbital gap comes out at 9.58 eV. Its SMILES is CO/C=C\[C@H]1CN1.